Density functional theory data (wB97M-V/def2-TZVPD) for 14 unconnected molecules or ions with the total composition C41H112N2O23 in a non-equilibrium geometry.

```
178
Properties=species:S:1:pos:R:3:mulliken_charge:R:1
C -2.2779 -4.4868 5.0614 -0.4260
C -3.3752 -4.6113 4.0328 0.1623
O -3.1263 -5.8166 3.3584 -0.5987
O -0.9197 -4.4361 4.4579 -0.4554
H -2.3713 -5.2686 5.8152 0.3998
H -2.4357 -3.6317 5.7187 0.0734
H -3.2833 -3.7563 3.3629 -0.1428
H -4.3394 -4.5784 4.5400 0.3661
H -2.2347 -5.7731 3.0052 0.2433
H -0.6610 -3.5125 4.4168 0.1863
C 4.0934 3.2356 -0.7306 0.8075
C 4.2604 3.8469 -2.1725 -0.3685
O 5.1837 3.0681 -2.9138 -0.5378
O 3.3678 2.0124 -0.6192 -0.2347
H 3.4881 3.8662 -0.0793 -0.5366
H 5.0738 3.1940 -0.2559 0.2758
H 4.6100 4.8723 -2.0521 0.4831
H 3.3025 3.7766 -2.6879 -0.1680
H 6.0470 3.4853 -2.9622 0.3088
H 3.3471 1.7901 0.3144 0.1992
C -3.8303 -0.1364 3.4529 -0.4107
C -4.5934 -0.8752 4.5546 -0.8505
O -3.7471 -1.3174 5.5494 -0.5088
O -3.2036 -1.0173 2.5127 1.0477
H -3.1066 0.6080 3.7847 0.0852
H -4.5311 0.4319 2.8412 0.4997
H -5.2538 -1.6674 4.2021 0.3591
H -5.2553 -0.1155 4.9704 0.3964
H -4.3029 -1.9259 6.0418 0.3019
H -2.5296 -0.5135 2.0506 -0.4929
C 5.4750 -2.0525 0.7696 -0.5050
C 4.2181 -1.8968 -0.1139 1.5385
O 4.4803 -2.2149 -1.4698 -0.6123
O 5.5900 -3.3272 1.2435 -0.6771
H 5.3753 -1.3318 1.5813 0.0540
H 6.3542 -1.8056 0.1744 0.4220
H 3.7960 -0.8938 -0.0519 -0.4151
H 3.3918 -2.4602 0.3196 -0.6403
H 4.6218 -1.4089 -1.9718 0.4070
H 4.8592 -3.3704 1.8646 0.2098
C -0.6450 0.4659 5.7926 -0.9924
C -0.2715 -0.9901 5.6516 0.0888
O -0.9423 -1.6619 4.6180 0.3761
O -0.1264 1.2761 4.7926 -0.2879
H -0.2461 0.8199 6.7432 0.5721
H -1.7259 0.5946 5.8486 0.4024
H -0.4120 -1.5572 6.5718 0.3971
H 0.7850 -1.1814 5.4638 -0.4236
H -1.8907 -1.5600 4.7268 -0.5692
H -0.2523 2.1885 5.0633 0.1997
C -3.7714 -2.3970 -0.2843 2.2414
C -5.2318 -2.3027 0.0885 -0.7740
O -6.1705 -2.0894 -0.9511 -0.5525
O -3.5463 -3.2414 -1.3723 -0.5380
H -3.0979 -2.7435 0.4996 -0.7966
H -3.3332 -1.4123 -0.4468 -1.1028
H -5.3599 -1.5517 0.8681 0.1355
H -5.5266 -3.1817 0.6616 0.5341
H -6.2974 -2.8884 -1.4679 0.3706
H -4.1993 -3.9397 -1.2847 0.3717
C 0.2549 -1.2274 1.4388 0.3794
C -0.2205 0.1370 0.9642 1.3019
O -1.0559 0.7563 1.9177 -0.6018
O 0.9741 -1.2511 2.6519 2.7246
H 0.8446 -1.6517 0.6261 -0.2714
H -0.6308 -1.8373 1.6170 -0.5648
H -0.7765 0.0225 0.0337 -0.3211
H 0.5783 0.8420 0.7340 -0.6448
H -0.5578 0.8016 2.7372 -0.1510
H 0.3673 -1.2531 3.3958 -1.1764
C -0.8521 0.9278 -8.4441 -0.7334
O -1.9029 0.8684 -7.5076 -0.4855
C -1.6613 1.5778 -6.3237 -0.1872
C -2.7511 1.1768 -5.3081 -0.3148
N -2.8308 2.2487 -4.2254 0.1152
C -3.8718 1.9272 -3.2679 -0.7819
C -3.2749 0.8230 -2.3275 -0.7920
O -2.5397 1.3836 -1.2888 0.5073
C -3.1769 2.0771 -0.2435 -0.5972
H -1.1671 0.7340 -9.4695 0.3046
H -0.1429 0.1183 -8.2708 0.2524
H -0.4023 1.9200 -8.4779 0.3239
H -1.7444 2.6164 -6.6437 0.1913
H -0.6457 1.4471 -5.9499 0.1904
H -2.5349 0.1777 -4.9297 0.1771
H -3.6683 1.1093 -5.8932 0.5030
H -2.0827 2.1080 -3.5616 -0.1457
H -4.8618 1.6372 -3.6199 0.2823
H -3.9501 2.8695 -2.7257 0.3614
H -2.7147 0.0525 -2.8571 0.3621
H -4.1363 0.3571 -1.8489 0.3007
H -3.7471 1.3447 0.3280 0.1417
H -3.8568 2.8691 -0.5574 0.4375
H -2.5011 2.5478 0.4706 -0.2667
C -1.6112 8.0756 -6.6996 -0.7706
O -0.5114 7.4420 -6.1082 -0.3863
C -0.7505 6.8447 -4.8130 -0.5252
C -1.4812 5.4620 -4.9109 -0.4656
N -0.6099 4.2901 -4.9509 -0.4607
C 0.1198 4.1612 -3.6894 -0.8402
C 0.7621 2.7709 -3.6149 -0.6416
O -0.2177 1.8017 -3.3869 1.0763
C 0.3211 0.5718 -3.0533 -0.9849
H -2.3834 7.4582 -7.1586 0.2903
H -1.1263 8.6586 -7.4825 0.3004
H -2.1513 8.8688 -6.1826 0.3274
H -1.3553 7.3940 -4.0915 0.3495
H 0.2245 6.7974 -4.3279 0.2345
H -2.0582 5.4743 -5.8355 0.2882
H -2.2137 5.2871 -4.1229 0.3162
H -1.2130 3.4856 -4.8551 0.1593
H -0.5330 4.2934 -2.8265 0.1809
H 0.8894 4.9318 -3.7332 0.8589
H 1.4786 2.7440 -2.7939 -0.5946
H 1.3746 2.4827 -4.4691 0.4588
H 0.9614 0.5542 -2.1714 0.0182
H 0.8345 0.0744 -3.8762 0.3931
H -0.5434 -0.0089 -2.7316 0.1514
C -0.7010 -4.8104 0.4302 -0.1562
C -0.0444 -6.1899 0.7217 0.2168
C 1.0550 -6.1589 1.8293 -0.7994
O -1.1363 -7.0653 1.0966 -0.5941
H 0.0242 -4.1575 -0.0556 -0.0722
H -0.9682 -4.3371 1.3751 -0.4113
H -1.6360 -4.8114 -0.1300 0.4855
H 0.3579 -6.5463 -0.2266 0.4025
H 1.7347 -5.3136 1.7221 -0.0924
H 1.6160 -7.0919 1.7755 0.4199
H 0.5784 -6.0523 2.8038 0.2288
H -0.7786 -7.9289 1.3153 0.3191
C 4.0517 -2.2484 4.7131 -0.7995
C 3.9692 -3.6372 4.0578 0.2420
C 2.9766 -4.5685 4.8201 -1.2368
O 3.3259 -3.5111 2.7980 -0.0361
H 3.0931 -1.9681 5.1495 0.0645
H 4.3081 -1.3912 4.0905 -0.0099
H 4.6906 -2.2499 5.5963 0.5145
H 4.9631 -4.0564 3.9015 0.5441
H 3.0673 -5.6078 4.5044 0.3482
H 1.9453 -4.2223 4.7516 0.1618
H 3.2747 -4.6597 5.8646 0.4672
H 2.4470 -3.1533 2.9434 -0.1564
C 1.4350 -3.0558 -2.2967 -0.3712
C 1.6288 -3.9065 -3.6428 0.0000
C 1.1557 -5.3283 -3.4188 -1.2095
O 0.7322 -3.3892 -4.6506 -0.5619
H 1.8931 -2.0680 -2.3451 0.0267
H 1.9788 -3.4995 -1.4627 0.1773
H 0.3991 -2.9715 -1.9683 0.3234
H 2.6950 -3.7703 -3.8234 0.3637
H 0.0939 -5.4628 -3.2120 0.2655
H 1.6682 -5.8114 -2.5869 0.3202
H 1.3236 -5.9410 -4.3046 0.3778
H -0.1845 -3.4311 -4.3688 0.3345
C 0.1239 3.8854 0.5355 1.1321
C 0.8552 5.2573 0.4476 0.6659
C 0.4117 6.2300 -0.7135 -1.4587
O 0.7822 5.8667 1.6928 -0.6276
H -0.1634 3.5033 -0.4441 -0.5904
H -0.7610 3.9999 1.1614 0.3661
H 0.7688 3.1495 1.0156 -0.8792
H 1.9345 5.1108 0.4039 -0.2673
H 0.7156 5.8694 -1.6962 0.2035
H 0.8217 7.2235 -0.5316 0.4302
H -0.6736 6.3106 -0.6519 0.3829
H -0.1045 6.1360 1.9435 0.3865
C 3.1615 1.3805 4.4266 -1.3286
C 2.7901 2.0811 3.1217 1.3659
C 3.6932 3.2486 2.7836 -1.5677
O 2.8431 1.1646 2.0195 0.2292
H 2.4589 0.5567 4.5523 -0.0867
H 2.9803 2.0614 5.2582 0.5526
H 4.1626 0.9514 4.3833 0.3486
H 1.7790 2.4725 3.2340 -0.1134
H 4.6356 3.0888 2.2597 0.2168
H 3.9419 3.6223 3.7768 0.5264
H 3.1943 4.0174 2.1935 0.1432
H 2.3530 0.3794 2.2742 -0.5808
```

The lowest unoccupied orbital energy is -0.172 eV. The value obtained for the energy above the lowest of the compared OMol25 structures with the same formula, charge and spin is 0.000 eV. Its net charge is 0.

***

Density functional theory data (wB97M-V/def2-TZVPD) for 2 unconnected molecules or ions with the total composition C8H15IN3O3S in a non-equilibrium geometry.

```
31
Properties=species:S:1:pos:R:3:nbo_charge:R:1
O -2.6145 -4.1987 -0.2049 -0.2520
N -1.9673 -3.3699 -0.8488 0.3448
O -0.9858 -2.8263 -0.0974 -0.3810
C -0.4169 -1.6177 -0.7769 0.1995
C 1.1652 -1.6449 -0.2424 -0.5455
S 0.7323 -1.3446 1.5817 0.3801
C -0.7667 -0.2918 1.1701 0.3228
C -1.4211 0.7870 2.2680 -0.4868
C -2.6034 -0.0876 3.0602 -0.4291
C -4.0365 -0.0105 2.2020 -0.5586
I -5.2955 1.4539 3.2859 0.1390
N -1.2751 -0.5196 -0.1147 -0.6031
H -0.5555 -1.5514 -1.9502 0.2717
H 1.8207 -0.8076 -0.7845 0.3213
H 1.5112 -2.7724 -0.3746 0.2989
H -0.5994 1.1758 3.0310 0.2826
H -1.8989 1.7202 1.7154 0.2651
H -2.2635 -1.2285 2.9864 0.2244
H -2.7432 0.2343 4.1767 0.2710
H -4.5207 -1.0895 2.1978 0.2541
H -3.8488 0.3028 1.0889 0.2007
H -2.1101 -0.0593 -0.5802 0.4725
O 3.5905 0.2347 -2.0795 -0.6679
C 3.8346 1.4177 -2.2880 0.6813
N 4.6133 2.1333 -1.4309 -0.8118
C 3.3091 2.1657 -3.4789 -0.7106
H 4.8420 3.1083 -1.5599 0.4041
H 4.9793 1.6505 -0.6205 0.4063
H 2.2160 2.1461 -3.4587 0.2348
H 3.6687 1.6821 -4.3912 0.2541
H 3.6401 3.2080 -3.4819 0.2173
```

The lowest unoccupied orbital energy is -4.812 eV. Its net charge is +1.

***

Density functional theory data (wB97M-V/def2-TZVPD) for a molecular structure, C52H53N9O4PRb.

```
120
Properties=species:S:1:pos:R:3:mulliken_charge:R:1
Rb -0.4980 0.1615 0.4433 0.1041
C 2.8158 -1.5919 6.0926 -0.6857
C 1.9971 -1.8699 5.0011 -0.8286
C 2.2291 -1.2900 3.7680 1.3323
C 3.3169 -0.4109 3.5729 -0.7323
C 4.1322 -0.1338 4.6887 -0.0952
C 3.8829 -0.7099 5.9191 -0.6000
N 3.6585 0.1590 2.3711 -0.4540
N 2.8232 -0.1541 1.3990 1.7448
C 3.2196 0.2593 0.1638 -0.9014
C 4.3953 1.0073 -0.0988 -0.5732
C 4.6784 1.3702 -1.3918 -0.7925
C 3.8168 0.9948 -2.4263 -0.8230
C 2.6991 0.2478 -2.0803 -0.8201
N 2.4049 -0.1260 -0.8452 1.2092
H 2.6225 -2.0435 7.0580 0.3498
H 1.1573 -2.5482 5.1166 0.3428
H 1.5839 -1.4915 2.9248 -0.2778
H 4.9634 0.5472 4.5461 0.4130
H 4.5272 -0.4726 6.7594 0.3383
H 5.0335 1.2743 0.7305 0.4471
H 5.5696 1.9526 -1.6063 0.3588
H 3.9984 1.2748 -3.4561 0.3809
H 1.9888 -0.0600 -2.8433 0.2898
O -1.1997 -2.0934 2.1859 -0.4069
C -0.5311 -3.0290 2.3041 0.3186
C 0.1693 -4.1711 2.5122 0.2422
C -0.2545 -5.1007 3.5246 -1.1947
C 0.5046 -6.2117 3.7651 -0.3614
C 1.6827 -6.4660 3.0423 -0.9154
C 2.0861 -5.5677 2.0514 0.1858
C 1.3697 -4.4297 1.7544 0.1901
P 1.7384 -3.1462 0.4981 1.6760
C 1.4372 -4.0637 -1.0653 0.2476
C 0.4290 -3.6012 -1.9061 -0.3619
C 0.1320 -4.2817 -3.0848 -0.2793
C 0.8405 -5.4210 -3.4264 -0.8567
C 1.8556 -5.8865 -2.5958 -0.7100
C 2.1502 -5.2097 -1.4262 -0.2167
C 3.5653 -3.0803 0.5357 -0.1160
C 4.2671 -2.7892 -0.6346 -0.6821
C 5.6367 -2.5806 -0.6028 -0.6938
C 6.3271 -2.6578 0.5991 -0.5692
C 5.6374 -2.9441 1.7678 -0.7134
C 4.2670 -3.1538 1.7370 -0.4339
H -1.1539 -4.9030 4.0920 0.5095
H 0.1891 -6.9042 4.5367 0.3773
H 2.2752 -7.3452 3.2569 0.4060
H 3.0045 -5.7563 1.5074 0.2190
H -0.1267 -2.7017 -1.6552 0.4118
H -0.6388 -3.9017 -3.7404 0.6164
H 0.6090 -5.9462 -4.3461 0.4017
H 2.4165 -6.7745 -2.8640 0.3884
H 2.9526 -5.5614 -0.7885 0.2184
H 3.7343 -2.6935 -1.5721 0.3927
H 6.1587 -2.3291 -1.5183 0.3782
H 7.3944 -2.4727 0.6274 0.3426
H 6.1577 -2.9765 2.7173 0.4263
H 3.7376 -3.3382 2.6633 0.4263
C -3.5492 -3.3959 -4.0230 -1.8708
C -2.8533 -2.1839 -3.4547 0.7851
N -1.8856 -1.5926 -4.0578 0.0519
O -1.5140 -2.2623 -5.2688 -0.5572
C -3.3233 -1.6440 -2.1840 -0.1980
C -4.7798 -1.6996 -1.8254 -1.3817
N -2.4720 -1.0633 -1.3690 0.5377
O -2.9951 -0.5446 -0.3086 -0.7131
H -2.8721 -3.9886 -4.6327 0.4459
H -4.3855 -3.0911 -4.6577 0.4043
H -3.9471 -4.0050 -3.2127 0.3397
H -0.7273 -1.7658 -5.5126 0.3408
H -5.3810 -2.1615 -2.6107 0.4406
H -5.1455 -0.6851 -1.6415 0.2103
H -4.9375 -2.2411 -0.8872 0.2199
N -1.2539 3.7104 -2.5667 -0.0403
C -2.0588 2.8184 -3.2489 -1.0073
C -1.5155 1.5877 -3.0389 0.0191
N -0.4087 1.6944 -2.2297 0.0740
C -0.2947 2.9647 -1.9447 -0.1869
C 0.7241 3.5221 -1.0688 -0.2152
N 1.3840 2.8433 -0.1697 0.9540
C 2.2564 3.7289 0.4018 -0.2201
C 2.1140 4.9649 -0.1551 -1.3948
N 1.1198 4.8271 -1.0991 0.0320
H -1.5587 4.6134 -2.2455 0.3814
H -2.9344 3.1397 -3.7848 0.4415
H -1.8303 0.6262 -3.4107 0.0947
H 2.9224 3.4172 1.1887 0.5158
H 2.5947 5.9075 0.0367 0.4493
H 0.8105 5.5280 -1.7465 0.1938
C -0.2678 1.3222 4.8384 -1.2616
C 0.1808 2.7606 4.5629 0.4149
C 1.3627 2.7838 3.5947 -1.0563
C -0.9637 3.6405 4.1021 0.3534
C -1.3292 4.7245 4.8818 -0.6832
C -2.3941 5.5611 4.5568 -1.2983
C -3.1183 5.2588 3.4093 -0.6318
C -2.7978 4.1877 2.5900 0.0554
C -3.6688 3.9035 1.3842 0.6412
C -2.8900 4.0328 0.0759 -1.2538
C -4.3432 2.5305 1.4613 -1.3975
C -1.6712 3.3400 2.8829 -0.2239
O -1.3395 2.3644 2.1243 0.4879
H 0.5681 0.7210 5.2056 0.2764
H -0.6479 0.8705 3.9220 0.0684
H -1.0680 1.3049 5.5837 0.4625
H 0.5287 3.1793 5.5169 0.4735
H 1.0635 2.3796 2.6283 -0.0730
H 2.1975 2.1892 3.9747 0.3439
H 1.7051 3.8114 3.4412 0.4822
H -0.7587 4.9163 5.7890 0.3160
H -2.6595 6.4039 5.1849 0.2953
H -3.9753 5.8741 3.1391 0.3070
H -4.4605 4.6652 1.3818 0.4610
H -2.0814 3.3023 0.0785 0.0887
H -2.4552 5.0363 -0.0121 0.3707
H -3.5364 3.8437 -0.7878 0.4078
H -3.5945 1.7397 1.4570 0.0291
H -5.0062 2.3733 0.6046 0.4315
H -4.9348 2.4472 2.3764 0.3758
```

The lowest unoccupied orbital energy (alpha / beta) is 3.510 / 3.508 eV. The value obtained for the energy above the lowest of the compared OMol25 structures with the same formula, charge and spin is 0.000 eV. Its net charge is -2.

***

Number 1: DFT total energy -3469.03443 Eh. Number 2: DFT total energy -1399.24674 Eh. Number 3: DFT total energy -3172.45838 Eh.